# 1
17
Properties=species:S:1:pos:R:3:forces:R:3:lowdin_charge:R:1 method="wB97M-V/def2-TZVPD" total_charge=0 smiles="Oc1ccsn1.C=CC=O" relative_energy_kj_mol=247.4 energy_ha=-836.16979 homo_energy_ev=-8.8496
C 2.340677 1.297034 0.078408 -1.0 0.0 -0.5 -0.0738
C 2.077288 1.227368 -1.256680 1.7 0.6 -1.5 -0.4020
C 1.114329 0.833204 0.732540 0.9 -0.6 -1.4 -0.4948
C -1.679004 -1.748371 -1.118238 -0.8 4.3 2.5 0.0033
C -1.424957 -1.460836 0.178648 -0.2 -3.0 -0.7 -0.1456
C -1.861695 -0.243073 0.884776 0.4 0.5 1.1 -0.2574
N 0.102809 0.488107 -0.056213 1.5 0.8 0.1 -0.3130
O 1.016863 0.554396 2.007326 -1.7 0.7 0.6 0.0822
O -1.548080 0.106103 2.035112 -0.9 -0.9 -1.4 -0.0209
S 0.506764 0.583334 -1.649585 1.4 1.1 0.4 0.9722
H 3.303433 1.697816 0.480705 -1.3 -0.6 -0.1 0.1273
H 2.854400 1.573898 -2.020221 -1.5 -0.7 0.9 0.0976
H -1.258671 -2.495902 -1.644000 1.1 -2.9 -1.3 0.0230
H -2.063239 -0.936264 -1.726559 -0.5 -0.1 -0.1 0.0565
H -0.917089 -2.308167 0.697466 -0.2 1.2 0.2 0.1291
H -2.557668 0.381984 0.310657 -0.1 0.0 -0.1 0.1311
H -0.006159 0.449368 2.065857 1.3 -0.5 1.1 0.0852

# 2
17
Properties=species:S:1:pos:R:3:forces:R:3:lowdin_charge:R:1 method="wB97M-V/def2-TZVPD" total_charge=0 smiles="C#C[C@H](CNC=O)C(=O)O" relative_energy_kj_mol=210.6 energy_ha=-513.23292 homo_energy_ev=-9.8445
O 3.350367 1.115539 0.076149 -0.6 -0.9 0.9 0.0394
C 2.699213 0.122599 0.364665 1.8 0.7 -0.7 -0.3610
N 1.356015 0.088986 0.465398 -1.8 1.8 1.5 -0.0103
C 0.529814 -0.979507 -0.055899 0.3 -0.3 0.8 -0.1327
C -0.725695 -0.378266 -0.728707 -0.4 0.2 0.2 -0.2091
C -1.953172 -0.815378 -0.057727 -1.2 -0.4 0.4 -0.1018
C -2.985534 -1.142491 0.480238 0.8 0.0 -0.4 0.1403
C -0.644125 1.149699 -0.697600 -0.6 1.5 -0.2 -0.4614
O -0.383403 1.843798 -1.646069 -0.2 -0.7 0.8 0.1367
H 3.176303 -0.853133 0.588318 0.2 0.1 -0.5 0.1349
H 1.090348 -1.549628 -0.806415 0.0 0.2 0.3 0.1341
H 0.233787 -1.644595 0.764123 -0.1 -0.1 -0.4 0.1240
H -0.756327 -0.670190 -1.787751 0.0 0.2 0.3 0.1585
H -3.895597 -1.477129 0.947112 0.4 0.2 -0.2 0.0379
O -0.985853 1.688649 0.544956 0.3 -0.9 -0.9 0.0661
H -0.995519 2.654546 0.485202 0.1 0.0 -0.3 0.1302
H 0.889383 0.846505 1.064005 1.0 -1.5 -1.6 0.1744

# 3
17
Properties=species:S:1:pos:R:3:forces:R:3:lowdin_charge:R:1 method="wB97M-V/def2-TZVPD" total_charge=0 smiles="N#CC[C@@]12O[C@@H]1CC2=O.O" relative_energy_kj_mol=259.0 energy_ha=-513.21448 homo_energy_ev=-10.4484
O -0.068601 -1.315039 -1.114144 0.4 0.5 0.5 0.1265
C 0.348179 -0.252403 -0.740768 -0.8 -0.3 -1.3 -0.2686
C 1.675659 0.500936 -0.889248 0.3 0.0 0.1 0.0070
C 0.992252 1.639722 -0.127264 0.2 0.2 0.6 -0.1729
O -0.131721 2.025192 -0.894975 -0.1 0.0 -0.3 0.0679
C -0.299404 0.917427 -0.014827 0.1 -0.1 0.6 -0.3158
C -1.374012 0.935628 1.029690 -0.1 0.5 0.4 -0.0697
C -2.699671 0.559176 0.513581 -0.7 -1.4 -0.7 -0.1888
N -3.637774 0.033166 0.080372 1.0 1.0 0.6 0.1588
H 2.466689 -0.020104 -0.332277 -0.2 0.2 -0.1 0.1344
H 2.016803 0.747018 -1.902147 -0.2 -0.1 0.2 0.1315
H 1.419056 2.355974 0.573563 -0.1 -0.2 -0.3 0.1599
H -1.102135 0.239745 1.837206 -0.2 0.1 -0.2 0.1421
H -1.441299 1.939614 1.471792 0.1 -0.2 -0.1 0.1357
O 0.514401 -3.606565 0.501153 -0.5 0.9 0.0 -0.0829
H 1.191982 -3.920118 -0.104646 -0.1 0.2 -0.1 0.0283
H 0.129597 -2.779371 0.112940 0.6 -1.3 0.2 0.0066

# 4
19
Properties=species:S:1:pos:R:3:forces:R:3:lowdin_charge:R:1 method="wB97M-V/def2-TZVPD" total_charge=0 relative_energy_kj_mol=216.9 energy_ha=-1309.57173 homo_energy_ev="-8.8233 / -9.0684"
C 0.330052 1.802973 1.804883 1.0 -1.9 -1.7 -0.0467
C 0.658530 1.815943 0.438781 -1.0 1.3 0.3 -0.0716
C -0.427125 0.691814 2.244317 0.0 2.5 0.7 -0.0671
C -0.065938 1.069207 -0.464886 0.8 -0.2 -1.1 -0.0942
C -1.063241 -0.107685 1.311443 -0.7 -1.3 3.1 -0.1415
C -0.944642 0.119603 -0.019857 -0.9 -1.1 -0.9 -0.4862
N 0.716621 -2.111081 -2.759214 2.2 -0.1 4.0 -0.0598
O -1.644535 -0.576799 -2.488714 -0.1 0.7 -1.7 -0.5647
O 0.299390 -3.892755 -1.033236 0.0 -0.5 -0.1 -0.3669
O 1.408375 -1.907583 -0.103453 -0.6 0.2 -1.5 -0.3381
S -1.877454 -0.998512 -1.120611 2.0 -0.3 2.1 0.9855
S 0.482183 -2.467295 -1.081786 -0.9 0.6 -0.3 0.6584
H 0.968803 2.514965 2.291480 -0.5 0.0 1.4 0.0983
H 1.318687 2.617165 0.104223 0.0 -0.5 -0.2 0.1113
H -0.712189 0.636018 3.304783 0.4 -0.4 -0.5 0.1124
H 0.146124 1.089949 -1.527361 -0.1 0.3 -0.1 0.1153
H -1.598922 -0.938616 1.846547 0.1 0.6 -1.4 0.1374
H 0.101399 -1.473244 -3.138258 -1.7 1.5 -1.0 -0.0149
H 0.899173 -2.956913 -3.202901 0.0 -1.5 -1.1 0.0332

# 5
18
Properties=species:S:1:pos:R:3:forces:R:3:lowdin_charge:R:1 method="wB97M-V/def2-TZVPD" total_charge=0 relative_energy_kj_mol=390.1 energy_ha=-588.40481 homo_energy_ev=-9.2748
C 1.949645 1.142588 0.213244 1.2 -0.7 -0.2 -0.3312
C 0.631761 1.409124 2.164592 0.3 -1.8 0.6 -0.5406
C -1.074183 -0.746622 -1.475620 2.3 1.3 -0.1 -0.1427
C 0.063089 -1.658990 -0.855861 -1.8 0.8 -0.7 -0.1539
C -1.624462 -0.037108 -0.302411 1.5 -2.7 1.6 -0.0983
C 0.500718 -0.989807 0.399263 -0.5 0.3 0.4 0.0009
N -0.391725 -0.071470 0.534906 -0.1 0.2 1.2 -0.0834
O 1.775372 0.965484 1.569325 0.2 0.9 -0.6 0.0814
O 1.573398 2.085374 -0.400248 -0.4 0.1 0.0 0.1273
O 0.612988 1.946266 3.210797 0.0 1.0 0.2 0.2067
O -0.508458 0.851387 1.680478 0.0 -0.7 -1.4 0.1122
H 2.568916 0.304610 -0.218852 -0.5 0.8 0.7 0.1614
H -0.512557 0.052766 -2.065374 -1.0 -1.2 0.2 0.1422
H -1.814490 -1.255659 -2.007435 -0.9 -0.7 -1.2 0.0899
H -0.296097 -2.659684 -0.644625 0.2 -0.3 0.1 0.1125
H 0.806313 -1.661327 -1.613238 1.1 -0.6 -0.3 0.0911
H -1.885658 0.923158 -0.420064 -1.2 3.4 -0.6 0.0894
H -2.374571 -0.600090 0.231122 -0.5 -0.1 0.2 0.1351

# 6
19
Properties=species:S:1:pos:R:3:forces:R:3:lowdin_spin:R:1 method="wB97M-V/def2-TZVPD" spin_multiplicity=3 total_charge=+2 energy_ha=-1437.22373 homo_energy_ev="-15.7128 / -15.7202"
Ti 0.007514 0.029915 1.089279 0.0 0.1 -1.3 1.3516
O 0.151151 3.107326 1.464941 -0.3 -5.5 -0.7 0.0687
C 0.097594 1.956134 1.309225 0.5 10.8 1.2 0.0433
C -0.086154 -1.909865 1.144350 -0.5 -10.7 0.3 0.0420
O -0.142312 -3.068381 1.203372 0.3 5.4 -0.2 0.0677
C 1.946355 -0.063778 1.115608 9.1 -0.4 0.0 0.0759
O 3.106202 -0.120063 1.147644 -4.9 0.2 -0.1 0.1298
C -1.931544 0.122316 1.072372 -9.0 0.5 -0.2 0.0757
O -3.091554 0.177443 1.078740 4.9 -0.2 0.0 0.1298
C 0.037445 0.669802 -3.981069 0.2 4.0 -0.6 -0.0008
H -0.861387 1.323754 -4.101374 0.7 -0.7 0.4 0.0000
H 0.997389 1.234396 -4.081156 -0.8 -0.7 0.4 0.0000
C -0.023675 -0.614519 -4.035555 -0.2 -4.0 -1.0 -0.0008
H 0.878683 -1.257443 -4.186499 -0.7 0.7 0.5 0.0000
H -0.980145 -1.168140 -4.206836 0.8 0.6 0.5 0.0000
N -0.022596 -0.086867 3.255399 0.0 -0.1 -1.3 0.0088
H 0.802617 -0.585117 3.547162 0.2 -0.1 0.7 0.0044
H -0.852958 -0.590283 3.521434 -0.3 -0.1 0.7 0.0038
H -0.032616 0.843367 3.642957 0.0 0.2 0.7 0.0000

# 7
15
Properties=species:S:1:pos:R:3:forces:R:3:lowdin_charge:R:1 method="wB97M-V/def2-TZVPD" total_charge=0 smiles="C=C(C#CC)NC=S" relative_energy_kj_mol=404.3 energy_ha=-685.61589 homo_energy_ev=-8.2862
C 1.099428 0.111245 3.467934 1.4 -1.1 -0.6 -0.1114
C 0.744465 -0.263663 1.975640 -1.2 1.9 1.8 -0.0266
C 0.116121 -0.335101 0.924002 1.2 -2.5 1.7 -0.0610
C -0.572726 -1.084637 -0.108680 0.6 -1.2 -2.4 -0.3756
C -0.497378 -2.379876 -0.631035 0.6 2.0 2.9 0.0943
C -0.940082 1.006273 -1.505207 3.2 -3.1 1.9 -0.5846
H 1.280235 1.246834 3.709071 -0.6 -2.3 -0.9 0.0958
H 0.324509 -0.344699 4.194631 1.2 0.8 -1.4 0.0829
H 2.121727 -0.451005 3.646836 -2.0 1.2 0.0 0.0854
H -1.091514 -2.543682 -1.549977 0.7 -0.3 0.8 0.0716
H 0.076877 -3.136304 -0.006897 -1.0 0.8 -1.4 0.0854
H -2.279360 -0.398508 -1.092089 -2.0 -0.9 -0.1 0.0961
H -1.750490 1.508924 -1.951727 -0.8 0.7 -0.5 0.0367
N -1.350625 -0.221201 -0.892912 1.1 4.4 -1.8 -0.0642
S 0.692089 1.458837 -1.589711 -2.6 -0.3 0.0 0.5755

# 8
15
Properties=species:S:1:pos:R:3:forces:R:3:lowdin_charge:R:1 method="wB97M-V/def2-TZVPD" total_charge=0 relative_energy_kj_mol=429.3 energy_ha=-685.60635 homo_energy_ev=-8.5411
C -1.266265 -0.110067 -1.579055 -0.9 0.4 -1.3 -0.4401
C -2.645896 -0.049703 0.574527 -0.8 0.7 2.6 -0.6780
C -0.384921 -0.305087 -0.654261 -1.5 0.7 4.4 -0.1066
C 1.713237 -0.530714 0.937052 -0.4 -0.8 -0.5 -0.1181
C 1.771355 0.771969 0.336803 -0.7 3.4 0.2 -0.1440
C 1.023388 -0.312438 -0.393637 0.8 0.0 -2.0 -0.2767
N -1.520823 -0.213779 1.101907 2.5 -0.6 -3.0 0.0773
S -2.893220 0.225043 -1.085012 -1.5 -0.2 -1.2 0.9113
H -1.174746 -0.004782 -2.679732 0.4 -0.2 0.9 0.0900
H -3.522184 0.085545 1.332658 1.1 -0.3 -1.7 0.1065
H 2.434371 -1.234616 0.728312 2.0 -1.3 0.4 0.0776
H 1.184223 -0.588138 1.859997 -0.6 -0.4 0.2 0.1023
H 1.150536 1.473929 0.912256 -0.3 -0.4 -0.4 0.1125
H 2.569240 1.436696 -0.033268 0.2 -1.3 -0.3 0.1125
H 1.561705 -0.643856 -1.358547 -0.5 0.1 1.8 0.1736